[1]
Here is C25H46LaO3P2S as an isolated structure from OMol25. Energies are from ωB97M-V/def2-TZVPD.

Last column: Löwdin charge in e.
Positions of all 78 atoms, in Å:
La  -0.80  0.12  2.82  2.14
C  0.99  0.35  4.77  -0.33
C  1.99  0.88  3.90  -0.25
C  0.26  2.39  3.97  -0.33
C  -0.07  1.34  4.87  -0.38
C  1.54  2.12  3.40  -0.25
C  1.07  -0.97  5.45  -0.04
H  1.77  -1.65  4.94  0.08
H  0.09  -1.45  5.51  0.04
H  1.45  -0.84  6.48  0.11
C  -1.48  1.08  5.32  -0.10
H  -1.61  0.04  5.64  0.07
H  -2.22  1.31  4.51  0.06
H  -1.76  1.73  6.16  0.12
C  -0.66  3.50  3.56  -0.03
H  -0.77  4.30  4.32  0.11
H  -1.68  3.11  3.37  0.07
H  -0.29  3.98  2.65  0.08
C  2.30  3.03  2.51  -0.03
H  2.87  3.77  3.11  0.11
H  1.63  3.60  1.85  0.08
H  3.02  2.48  1.90  0.07
C  3.31  0.26  3.64  -0.02
H  4.04  0.69  4.35  0.11
H  3.69  0.45  2.63  0.07
H  3.31  -0.82  3.82  0.07
C  -0.71  -1.85  1.19  -0.25
C  0.41  -2.07  1.96  -0.20
C  1.80  -2.28  1.45  -0.15
C  2.22  -1.35  0.31  -0.16
C  1.76  0.06  0.45  -0.10
C  0.60  0.56  0.00  -0.16
C  -0.44  -0.20  -0.78  -0.18
C  -0.77  -1.63  -0.29  -0.17
H  1.95  -3.32  1.08  0.15
H  1.89  -1.79  -0.65  0.12
H  2.50  -2.17  2.30  0.10
H  -0.25  -2.39  -0.90  0.13
H  -1.73  -1.97  1.62  0.09
H  0.33  -2.32  3.02  0.09
H  -1.82  -1.80  -0.57  0.12
H  -1.37  0.40  -0.77  0.12
H  0.51  1.64  -0.12  0.12
H  -0.18  -0.33  -1.85  0.10
H  3.32  -1.35  0.29  0.13
H  2.54  0.73  0.83  0.09
P  -1.01  -0.34  -4.98  0.78
P  -0.66  2.36  -6.49  0.77
C  -1.02  -0.42  -6.85  -0.43
C  -1.35  0.93  -7.49  -0.46
H  -1.76  -1.18  -7.15  0.07
H  -0.02  -0.78  -7.16  0.07
H  -0.98  1.00  -8.52  0.08
H  -2.44  1.10  -7.50  0.07
C  -1.46  3.73  -7.43  -0.33
H  -1.00  4.67  -7.11  0.03
H  -2.52  3.75  -7.16  0.03
H  -1.35  3.62  -8.52  0.04
C  0.98  2.44  -7.33  -0.32
H  0.87  2.45  -8.42  0.04
H  1.59  1.58  -7.02  0.03
H  1.47  3.36  -6.99  0.03
C  -2.44  -1.45  -4.65  -0.32
H  -2.50  -1.66  -3.58  0.02
H  -2.35  -2.39  -5.22  0.04
H  -3.36  -0.92  -4.96  0.04
C  0.34  -1.56  -4.65  -0.33
H  1.29  -1.09  -4.93  0.03
H  0.19  -2.48  -5.23  0.05
H  0.36  -1.79  -3.58  0.00
C  -1.60  -3.64  5.64  -0.13
S  -2.29  -3.01  4.15  0.48
O  -1.74  -3.83  3.09  -0.31
O  -3.70  -2.88  4.28  -0.28
O  -1.65  -1.58  4.03  -0.63
H  -2.15  -4.56  5.81  0.08
H  -1.72  -2.93  6.45  0.08
H  -0.55  -3.84  5.42  0.07

HOMO in eV: -9.5
Total charge: +1
F_max in eV Å⁻¹: 2.73
Total energy in hartree: -2318.146791
ΔE to the lowest compared entry with this formula, charge and spin in kJ/mol: 0.0

[2]
Here is a 2-piece molecular cluster, C4H12NO overall from OMol25. Energies are from ωB97M-V/def2-TZVPD.

Last column: natural (NBO) charge in e.
Positions of all 18 atoms, in Å:
C  -1.27  0.00  -2.79  -0.64
C  -0.75  0.68  -1.63  -0.44
C  -0.85  -0.13  -0.32  -0.23
C  0.48  -0.22  1.90  0.19
N  -0.65  0.24  1.19  -0.46
H  -1.12  0.53  -3.74  0.26
H  -2.45  -0.13  -2.94  0.23
H  -0.75  -1.03  -3.05  0.22
H  -1.46  1.65  -1.59  0.24
H  0.37  0.76  -1.80  0.23
H  -0.01  -0.89  -0.43  0.22
H  -1.94  -0.24  -0.14  0.24
H  1.11  -1.08  1.64  0.25
H  0.51  0.22  2.88  0.22
H  -0.82  1.32  1.32  0.45
H  3.07  -0.15  3.84  0.50
H  3.60  -1.09  2.73  0.50
O  2.92  -0.43  2.92  -0.98

HOMO in eV: -14.8
Total charge: +1
F_max in eV Å⁻¹: 6.98
Total energy in hartree: -289.217126
ΔE to the lowest compared entry with this formula, charge and spin in kJ/mol: 414.1

[3]
Here is an isolated ion of composition C10H16N3O3 and charge +1 from OMol25. Energies are from ωB97M-V/def2-TZVPD.

Last column: natural (NBO) charge in e.
Positions of all 32 atoms, in Å:
O  2.64  -2.74  0.10  -0.56
C  3.30  -2.11  -0.65  0.66
O  3.35  -0.77  -0.65  -0.54
C  3.63  -0.18  0.64  -0.08
C  2.46  0.67  1.17  -0.43
C  1.11  0.32  0.55  -0.43
C  0.69  1.36  -0.49  -0.22
N  -0.75  1.47  -0.74  -0.12
N  -1.24  2.71  -0.95  -0.20
C  -2.51  2.56  -1.16  0.19
N  -2.82  1.23  -1.10  -0.49
C  -1.71  0.54  -0.83  0.48
C  -1.54  -0.92  -0.71  -0.50
C  -2.18  -1.50  0.57  0.09
C  -3.61  -1.22  0.84  -0.17
O  -2.44  -0.63  1.60  -0.49
H  3.90  -2.60  -1.42  0.14
H  4.50  0.45  0.50  0.20
H  3.92  -0.93  1.38  0.20
H  2.72  1.72  1.06  0.21
H  2.39  0.49  2.24  0.24
H  1.19  -0.65  0.08  0.22
H  0.36  0.22  1.33  0.23
H  0.98  2.34  -0.13  0.24
H  1.23  1.22  -1.42  0.24
H  -3.20  3.34  -1.39  0.25
H  -3.73  0.81  -1.23  0.45
H  -0.49  -1.19  -0.68  0.27
H  -2.03  -1.40  -1.55  0.26
H  -1.85  -2.50  0.83  0.22
H  -4.15  -1.83  1.55  0.23
H  -4.09  -0.27  0.63  0.20

HOMO in eV: -13.6
Total charge: +1
Structure (SMILES): O=COCCCCn1nc[nH+]c1C[C@@H]1CO1
F_max in eV Å⁻¹: 2.92
Total energy in hartree: -780.326465
ΔE to the lowest compared entry with this formula, charge and spin in kJ/mol: 0.0

[4]
Here is an isolated ion of composition C2H6N5 and charge +1 from OMol25. Energies are from ωB97M-V/def2-TZVPD.

Last column: natural (NBO) charge in e.
Positions of all 13 atoms, in Å:
C  -2.23  -0.27  0.00  -0.42
N  -0.72  -0.17  -0.02  -0.15
C  -0.24  1.09  0.11  0.22
N  1.07  1.13  0.03  -0.22
N  1.44  -0.13  -0.03  0.24
N  2.72  -0.46  0.00  -0.56
N  0.43  -0.97  -0.19  0.02
H  -2.80  -0.53  -0.96  0.27
H  -2.51  -1.02  0.70  0.25
H  -2.58  0.62  0.50  0.25
H  -0.83  1.96  0.14  0.25
H  3.29  0.14  -0.49  0.42
H  2.96  -1.39  0.20  0.43

HOMO in eV: -15.1
Total charge: +1
Structure (SMILES): Cn1cn[n+](N)n1
F_max in eV Å⁻¹: 3.51
Total energy in hartree: -353.218278
ΔE to the lowest compared entry with this formula, charge and spin in kJ/mol: 333.6

[5]
Here is one molecule with the formula CH3N5O from OMol25. Energies are from ωB97M-V/def2-TZVPD.

Last column: natural (NBO) charge in e.
Positions of all 10 atoms, in Å:
H  1.46  -1.76  0.19  0.33
N  1.93  -0.90  0.14  -0.49
C  0.85  -0.26  -0.03  0.40
N  0.90  1.03  -0.42  -0.22
N  -0.21  1.65  -0.20  0.08
N  -0.90  0.72  0.70  -0.35
N  -0.51  -0.71  0.44  -0.05
O  -1.36  -1.01  -0.57  -0.57
H  -1.88  0.50  0.15  0.37
H  -2.30  -1.67  -0.20  0.50

HOMO in eV: -10.5
Structure (SMILES): [H]/N=c1/nn[nH]n1O
F_max in eV Å⁻¹: 6.55
Total energy in hartree: -388.672151
ΔE to the lowest compared entry with this formula, charge and spin in kJ/mol: 518.7

[6]
Here is a 2-piece molecular cluster, C7H11N3O2 overall from OMol25. Energies are from ωB97M-V/def2-TZVPD.

Last column: natural (NBO) charge in e.
Positions of all 23 atoms, in Å:
C  1.69  -0.08  -0.33  0.23
C  -0.12  1.61  0.60  0.71
C  -0.73  -0.32  -0.73  0.81
C  4.02  0.86  0.58  -0.38
C  4.30  -0.51  -0.15  -0.43
C  2.92  0.05  -0.08  -0.18
C  -2.33  1.48  -0.55  -0.43
N  0.58  -0.74  -0.79  -0.67
N  -1.04  0.98  -0.15  -0.53
N  -4.64  -1.95  0.72  -1.09
O  -0.06  2.46  1.44  -0.52
O  -1.65  -0.93  -1.24  -0.60
H  4.10  0.75  1.68  0.22
H  4.26  1.78  0.16  0.22
H  4.77  -0.52  -1.10  0.22
H  4.75  -1.19  0.53  0.22
H  -2.78  2.36  0.06  0.23
H  -2.34  1.72  -1.59  0.21
H  -3.02  0.67  -0.36  0.24
H  0.48  -1.77  -1.03  0.42
H  -5.02  -2.63  1.42  0.36
H  -3.76  -1.53  1.05  0.36
H  -4.41  -2.55  -0.13  0.37

HOMO (spin up / spin down) in eV: -8.0 / -8.0
F_max in eV Å⁻¹: 4.33
Total energy in hartree: -587.890962
ΔE to the lowest compared entry with this formula, charge and spin in kJ/mol: 533.6